[1]
Here is C19H27CuGeNSi as an isolated structure from the OMol25 dataset. Energies are from ωB97M-V/def2-TZVPD.

Last column: Mulliken charge in e.
Positions of all 50 atoms, in Å:
Cu  0.7284  -0.6187  0.4006  -0.860
N  0.4778  1.0111  -0.4442  -0.275
C  0.0425  2.0754  -0.5439  0.343
C  -0.5357  3.3730  -0.7138  0.365
C  -0.0370  4.4645  -0.0034  -0.506
C  -0.6090  5.7149  -0.1648  -0.459
C  -1.6772  5.8921  -1.0339  -0.399
C  -2.1712  4.8065  -1.7439  -0.521
C  -1.6088  3.5500  -1.5866  -0.335
H  0.7954  4.3195  0.6719  0.451
H  -0.2156  6.5570  0.3894  0.365
H  -2.1270  6.8690  -1.1517  0.375
H  -3.0049  4.9350  -2.4214  0.376
H  -1.9952  2.6968  -2.1306  0.468
C  -2.4457  0.0857  2.3906  -1.289
Si  -1.4002  -1.1024  1.3088  0.453
C  -1.5926  -2.7555  2.2440  -1.285
C  -2.5945  -1.3200  -0.1818  -0.028
C  -3.0600  -0.1850  -0.8671  -0.129
C  -3.8522  -0.2777  -2.0048  -0.620
C  -4.2057  -1.5266  -2.5066  -0.381
C  -3.7634  -2.6672  -1.8506  -0.547
C  -2.9715  -2.5607  -0.7107  -0.020
H  -3.4586  -0.3104  2.5365  0.348
H  -2.5365  1.0780  1.9340  0.305
H  -1.9873  0.2275  3.3754  0.351
H  -2.6455  -3.0283  2.3979  0.354
H  -1.1126  -2.6811  3.2260  0.327
H  -1.0963  -3.5717  1.7088  0.288
H  -2.7936  0.8005  -0.4880  0.191
H  -4.1919  0.6222  -2.5085  0.361
H  -4.8169  -1.6084  -3.3978  0.341
H  -4.0364  -3.6464  -2.2296  0.352
H  -2.6384  -3.4685  -0.2171  0.253
C  4.6622  -0.3788  1.7121  -1.186
Ge  4.0225  -1.7074  0.4097  0.304
C  4.6291  -1.0230  -1.3349  -1.181
C  5.1274  -3.3188  0.7317  -1.202
C  2.1459  -2.0409  0.4861  -0.569
H  5.7446  -0.2467  1.6193  0.365
H  4.4358  -0.6800  2.7379  0.348
H  4.1777  0.5831  1.5259  0.328
H  5.7122  -0.8659  -1.3256  0.363
H  4.1411  -0.0706  -1.5571  0.335
H  4.3871  -1.7234  -2.1383  0.348
H  6.1969  -3.0956  0.6489  0.331
H  4.8781  -4.0916  -0.0001  0.353
H  4.9356  -3.7232  1.7289  0.347
H  1.9870  -2.6181  1.4085  0.337
H  1.9540  -2.7495  -0.3360  0.368

Summary:
Total charge: -1
Energy relative to the best compared isomer or geometry (same formula, charge and spin) in eV: 0.930

[2]
Here is an isolated ion of composition C19H27F3NO6S2 and charge -1 from the OMol25 dataset. Energies are from ωB97M-V/def2-TZVPD.

Last column: Mulliken charge in e.
Positions of all 58 atoms, in Å:
C  -3.5755  -2.9171  -1.4331  -1.562
C  -2.4038  -2.0647  -0.9441  0.283
C  -1.7901  -1.2736  -2.0867  -0.680
C  -0.4291  -0.6178  -1.8641  -1.305
C  -0.2491  0.5982  -0.8554  2.949
C  0.7349  1.5517  -1.5581  -0.887
O  0.6739  2.7628  -1.5048  -0.685
O  1.7075  0.8877  -2.2226  -0.171
C  2.8902  1.6820  -2.5088  -0.175
C  3.8294  0.7233  -3.1994  -1.267
C  -1.4734  1.4787  -0.7051  -0.455
O  -1.7857  2.0239  0.3428  -0.687
O  -2.1772  1.6204  -1.8275  -0.203
C  -3.3837  2.4347  -1.6762  -0.309
C  -4.1741  2.1456  -2.9240  -1.117
C  0.3485  0.2801  0.5029  0.087
C  0.0316  -1.1183  0.9363  -0.421
C  1.0057  -1.9593  1.3504  -1.197
C  2.2790  -1.3982  1.6398  -0.838
S  2.8837  -1.6964  3.2827  1.231
O  4.1062  -0.9558  3.4193  -0.709
O  2.8041  -3.0975  3.5920  -0.694
N  1.6260  -0.8754  4.0994  -0.064
C  0.6755  -1.7202  4.7887  -0.896
S  0.7188  0.5231  3.2183  0.196
C  1.3532  1.6793  4.4317  0.776
F  2.7014  1.8402  4.3490  -0.240
F  0.7653  2.8950  4.1972  -0.260
F  1.0394  1.3025  5.7004  -0.258
C  2.7310  -0.2363  0.9705  -1.352
C  1.7899  0.6592  0.5897  0.027
H  -3.9460  -3.5485  -0.6206  0.422
H  -4.3984  -2.2836  -1.7774  0.306
H  -3.2554  -3.5603  -2.2606  0.348
H  -2.7473  -1.3762  -0.1583  0.283
H  -1.6359  -2.7112  -0.5000  0.157
H  -1.6445  -1.9745  -2.9260  0.523
H  -2.5044  -0.5224  -2.4527  -0.009
H  0.3160  -1.3765  -1.5894  0.451
H  -0.1373  -0.2353  -2.8513  0.335
H  2.6068  2.5277  -3.1439  0.360
H  3.3172  2.0517  -1.5646  0.263
H  4.8272  1.1507  -3.2834  0.410
H  3.8938  -0.2197  -2.6437  0.308
H  3.4593  0.5159  -4.2093  0.294
H  -3.9301  2.1343  -0.7759  0.331
H  -3.0834  3.4895  -1.6029  0.292
H  -5.0911  2.7354  -2.9419  0.420
H  -3.5916  2.3723  -3.8221  0.272
H  -4.4547  1.0853  -2.9541  0.229
H  -0.1819  1.0134  1.1340  0.427
H  -1.0228  -1.4001  0.9713  0.879
H  0.8148  -3.0184  1.5577  0.424
H  0.1826  -1.0740  5.5177  0.308
H  -0.0853  -2.1481  4.1236  0.275
H  1.2212  -2.5102  5.3146  0.353
H  3.7947  -0.0034  0.8967  0.474
H  2.0228  1.7284  0.4613  0.749

Summary:
Structure (SMILES): CCCCC(C(=O)OCC)(C(=O)OCC)C1C=CC(=[S@](=O)([O-])N(C)SC(F)(F)F)C=C1
Total charge: -1
Energy relative to the best compared isomer or geometry (same formula, charge and spin) in eV: 0.945

[3]
Here is C19H27N2O2PdSSi as an isolated structure from the OMol25 dataset. Energies are from ωB97M-V/def2-TZVPD.

Last column: Mulliken charge in e.
Positions of all 53 atoms, in Å:
Pd  -0.6113  -0.4807  0.4719  0.944
C  3.6241  -1.2385  2.1326  -1.050
N  2.5871  -2.2738  2.2719  0.120
C  2.9941  -3.5186  2.9546  -1.155
C  1.3889  -2.0882  1.7995  0.933
C  0.3074  -3.1026  1.9895  -1.490
O  1.1750  -0.9850  1.1348  -0.710
H  4.3258  -1.3533  2.9535  0.467
H  3.1757  -0.2515  2.1730  0.329
H  4.1548  -1.3670  1.1896  0.327
H  4.0619  -3.6436  2.8003  0.442
H  2.4858  -4.3788  2.5321  0.465
H  2.7941  -3.4417  4.0226  0.355
H  0.4318  -3.6679  2.9088  0.503
H  0.3120  -3.8056  1.1522  0.375
H  -0.6680  -2.6179  2.0179  0.358
O  -1.1066  0.7543  2.0798  -0.465
H  -0.7966  1.6752  2.1168  0.361
H  -1.2227  0.4429  2.9882  0.303
S  0.5534  -2.7576  -3.1747  -0.075
C  0.7596  -1.8899  -1.7433  -0.387
N  -0.3562  -1.5800  -1.1241  0.314
C  -1.4926  -2.0360  -1.7943  0.221
C  -2.8201  -1.8817  -1.3888  -0.548
C  -3.7994  -2.4069  -2.2019  -0.857
C  -3.4733  -3.0806  -3.3933  -0.630
C  -2.1653  -3.2449  -3.7920  -0.578
C  -1.1695  -2.7069  -2.9728  0.826
H  1.7302  -1.6099  -1.3609  0.481
H  -3.0903  -1.3998  -0.4514  0.448
H  -4.8385  -2.3162  -1.9169  0.442
H  -4.2724  -3.4862  -3.9983  0.440
H  -1.9146  -3.7762  -4.7001  0.467
C  -1.9849  2.1519  -2.0953  -0.999
Si  -0.3262  2.8059  -1.6689  0.384
C  1.0447  2.6568  -2.8622  -1.061
C  -0.0808  3.5611  -0.0595  1.264
C  -1.1808  3.7602  0.8055  -0.903
C  -1.0064  4.4094  2.0148  -0.521
C  0.2595  4.8780  2.3701  -0.409
C  1.3522  4.6976  1.5279  -0.742
C  1.1878  4.0438  0.3209  -0.397
H  -2.5588  2.9647  -2.5615  0.448
H  -2.5612  1.8333  -1.2250  0.311
H  -1.9309  1.3463  -2.8282  0.396
H  1.1433  3.6067  -3.4035  0.416
H  0.8542  1.8837  -3.6063  0.403
H  1.9994  2.4729  -2.3671  0.373
H  -2.1758  3.4407  0.5159  0.333
H  -1.8522  4.5880  2.6658  0.462
H  0.3896  5.4054  3.3066  0.460
H  2.3224  5.0834  1.8101  0.447
H  2.0408  3.9253  -0.3367  0.360

Summary:
Total charge: +3
Energy relative to the best compared isomer or geometry (same formula, charge and spin) in eV: 2.043

[4]
Here is a 2-piece molecular cluster, C19H27N2O7P overall from the OMol25 dataset. Energies are from ωB97M-V/def2-TZVPD.

Last column: Mulliken charge in e.
Positions of all 56 atoms, in Å:
O  -1.4990  -6.4183  -0.1978  -0.827
O  0.0286  -1.8815  0.9598  -0.766
O  -4.9345  -3.9717  1.5071  -0.709
O  0.6126  1.7198  2.9841  -0.556
O  -1.8507  -0.6723  0.8025  -0.711
O  1.0094  2.9664  5.0338  -0.804
O  1.4895  4.4663  0.7655  -0.394
C  -0.8610  -5.6048  0.4625  0.898
C  -1.0125  -1.4951  0.3786  0.454
C  -3.9590  -4.5723  1.0569  -0.039
C  0.4273  5.0955  -1.2570  -0.538
C  0.4116  5.2351  -2.6475  -0.626
C  2.6621  4.3673  -2.7509  -0.817
C  1.5469  4.5831  -0.6014  -0.034
C  1.5302  4.8727  -3.4059  0.936
C  2.6802  4.2177  -1.3555  0.868
N  -4.0068  -5.8909  0.8404  -0.016
N  -1.3545  -4.4924  0.9971  -0.130
C  0.6093  -5.8347  0.7047  -1.213
C  1.4988  5.0085  -4.9033  -1.427
C  -5.1771  -6.7303  1.0742  -1.016
C  -1.4079  -2.2633  -0.8845  -0.549
C  3.8847  3.6120  -0.6798  -0.813
C  3.8270  3.8083  0.8364  -0.914
C  2.4088  3.5315  1.3542  0.303
C  -2.6402  -3.1528  -0.6200  -0.834
C  2.3851  3.7067  2.8686  -1.090
C  -2.6486  -3.8105  0.7775  0.126
P  0.8451  3.0650  3.5552  0.522
H  -0.4425  5.3604  -0.6652  0.415
H  -0.4790  5.6179  -3.1354  0.353
H  3.5301  4.0658  -3.3279  0.279
H  -3.1646  -6.3142  0.4648  0.240
H  -0.6640  -3.8732  1.4204  0.343
H  0.7712  -6.0118  1.7650  0.292
H  1.1538  -4.9396  0.4025  0.341
H  0.9406  -6.6892  0.1194  0.345
H  2.4196  4.6228  -5.3514  0.320
H  0.6540  4.4468  -5.3133  0.325
H  1.3912  6.0610  -5.1817  0.304
H  -6.0185  -6.3490  0.4928  0.289
H  -4.9626  -7.7569  0.7785  0.359
H  -5.4375  -6.6984  2.1332  0.279
H  -1.6315  -1.5708  -1.6997  0.426
H  -0.5783  -2.8972  -1.2101  0.236
H  3.9053  2.5400  -0.9024  0.301
H  4.8038  4.0572  -1.0728  0.380
H  4.1047  4.8372  1.0855  0.330
H  4.5425  3.1365  1.3204  0.410
H  2.1140  2.5035  1.0953  0.445
H  -2.6945  -3.9230  -1.3911  0.299
H  -3.5337  -2.5327  -0.7064  0.442
H  2.4821  4.7592  3.1370  0.295
H  3.2019  3.1494  3.3303  0.342
H  -2.6862  -2.9924  1.5002  0.440
H  -0.2274  3.9261  3.2570  -0.115

Summary:
Total charge: -2

| no. | M (Da) | HOMO energy (eV) | frontier orbital gap (eV) |
| --- | --- | --- | --- |
| 1 | 433.7 | -2.633 | 5.17 |
| 2 | 486.6 | -2.526 | 5.12 |
| 3 | 482.0 | -17.509 | 6.07 |
| 4 | 426.4 | -2.057 | 6.23 |